No. 1
The following is a DFT calculation (ωB97M-V/def2-TZVPD) of a molecular structure, C27H47N9O5Si2Zr.

Each line ends with the Mulliken charge.
Element x y z (Å)
Zr  -0.119  0.219  0.049  -1.68
C  3.275  -1.688  2.844  -0.83
N  1.927  -1.497  3.390  0.17
C  1.770  -1.682  4.836  -1.02
C  0.901  -1.277  2.602  0.84
O  1.012  -1.174  1.356  0.09
C  -0.498  -1.144  3.190  -2.08
O  -1.413  -1.037  2.122  -0.24
C  -2.023  -2.250  1.732  -1.21
C  -1.995  -2.343  0.220  0.33
O  -1.195  -1.607  -0.409  -0.26
N  -2.793  -3.196  -0.376  0.21
C  -2.854  -3.298  -1.838  -0.91
C  -3.674  -4.101  0.372  -1.13
H  3.673  -2.632  3.214  0.46
H  3.919  -0.873  3.174  0.32
H  3.231  -1.703  1.763  -0.04
H  2.707  -1.415  5.315  0.39
H  1.542  -2.722  5.074  0.29
H  0.994  -1.033  5.234  0.41
H  -0.574  -0.239  3.791  0.50
H  -0.732  -1.991  3.835  0.89
H  -3.041  -2.284  2.115  0.58
H  -1.480  -3.118  2.121  0.56
H  -2.375  -2.438  -2.288  0.01
H  -3.900  -3.338  -2.137  0.51
H  -2.351  -4.208  -2.165  0.37
H  -3.206  -4.444  1.291  0.42
H  -3.861  -4.973  -0.248  0.43
H  -4.626  -3.618  0.594  0.33
C  0.952  0.191  -4.886  -1.32
Si  0.152  -0.554  -3.374  0.82
C  0.089  -2.419  -3.540  -0.73
C  -1.594  0.131  -3.357  -1.14
C  1.148  -0.069  -1.814  3.88
C  1.319  1.406  -1.879  -1.90
C  2.337  2.163  -2.469  -0.79
C  2.259  3.538  -2.407  -0.69
C  1.192  4.162  -1.751  -1.34
C  0.242  3.369  -1.158  -0.30
N  0.318  2.032  -1.231  0.75
Si  2.735  -1.109  -1.668  0.56
C  2.332  -2.826  -1.019  -0.86
C  3.660  -1.350  -3.279  -1.24
C  3.941  -0.232  -0.527  -0.94
H  0.368  -0.111  -5.763  0.40
H  1.981  -0.138  -5.047  0.33
H  0.941  1.284  -4.862  0.35
H  -0.708  -2.699  -4.237  0.48
H  -0.092  -2.920  -2.588  0.03
H  1.021  -2.813  -3.951  0.37
H  -2.033  -0.096  -4.335  0.62
H  -1.610  1.218  -3.242  0.32
H  -2.247  -0.284  -2.593  0.06
H  3.148  1.669  -2.987  0.45
H  3.024  4.144  -2.877  0.54
H  1.109  5.239  -1.713  0.54
H  -0.604  3.776  -0.618  0.51
H  2.239  -3.527  -1.852  0.52
H  1.414  -2.879  -0.434  -0.13
H  3.150  -3.189  -0.387  0.50
H  3.109  -1.922  -4.028  0.35
H  4.565  -1.921  -3.042  0.39
H  3.987  -0.414  -3.739  0.32
H  3.486  0.171  0.377  -0.05
H  4.427  0.599  -1.047  0.40
H  4.736  -0.930  -0.242  0.52
N  -6.361  2.894  -0.084  -0.36
C  -5.204  2.404  0.360  0.42
N  -5.043  2.143  1.652  -0.28
N  -4.259  2.200  -0.565  -0.81
C  -3.182  1.551  -0.341  0.85
N  -2.191  0.938  -0.293  -0.13
H  -7.106  3.163  0.534  0.20
H  -6.468  3.041  -1.073  0.25
H  -5.779  2.363  2.301  0.25
H  -4.107  1.985  2.033  0.35
C  2.787  3.404  2.524  -0.92
N  1.367  3.046  2.621  0.16
C  0.503  3.692  3.483  -0.33
C  -0.793  3.362  3.563  -1.19
C  -1.331  2.308  2.715  0.09
O  -2.510  1.965  2.748  -0.86
N  -0.423  1.692  1.877  0.95
C  0.871  2.043  1.864  0.14
O  1.597  1.375  1.073  -0.03
H  2.908  4.429  2.863  0.41
H  3.103  3.325  1.489  0.28
H  3.397  2.742  3.136  0.28
H  0.950  4.478  4.077  0.51
H  -1.460  3.876  4.238  0.52

Values from the calculation:
**Relative energy (zero: lowest compared OMol25 entry of this formula, charge and spin)**: 0.295 eV
**Highest occupied orbital energy (alpha / beta)**: -13.12 / -13.12 eV
**Charge**: +2
**Gap between HOMO and LUMO (alpha / beta)**: 5.57 / 8.31 eV

---

No. 2
The following is a DFT calculation (ωB97M-V/def2-TZVPD) of a molecular structure, C27H47O5ReSi.

Each line ends with the Mulliken spin population.
Element x y z (Å)
Re  -0.392  0.536  0.876  1.32
C  1.902  0.125  1.017  -0.09
C  2.137  -0.492  -0.247  0.17
C  2.001  0.483  -1.249  0.07
H  2.422  -1.530  -0.374  -0.01
C  1.570  1.698  -0.675  0.14
C  1.517  1.520  0.773  0.04
H  1.523  2.300  1.542  0.00
H  2.140  -0.311  1.986  0.05
H  2.199  0.323  -2.310  0.00
H  1.386  2.617  -1.214  0.00
C  -2.502  0.399  0.817  -0.05
C  -2.078  1.712  1.222  0.06
C  -1.297  2.271  0.161  -0.03
H  -2.364  2.220  2.148  0.00
C  -1.222  1.301  -0.880  0.10
C  -1.953  0.149  -0.477  0.01
H  -2.046  -0.759  -1.085  0.02
H  -3.142  -0.275  1.391  0.01
H  -0.890  3.289  0.139  -0.01
H  -0.776  1.402  -1.875  0.02
O  0.274  -1.957  -1.186  0.05
C  -0.419  -0.878  -4.662  0.82
C  0.254  -2.198  -4.129  -0.09
C  0.472  0.389  -4.632  -0.05
C  -1.944  -0.819  -4.375  -0.03
C  0.528  -2.599  -2.379  0.12
H  1.280  -2.357  -4.573  0.02
H  -0.308  -3.117  -4.467  0.02
H  0.093  -3.620  -2.321  0.02
H  1.585  -2.944  -2.402  -0.01
H  0.470  0.976  -5.545  0.03
H  1.539  0.125  -4.404  0.01
H  0.211  1.032  -3.768  0.05
H  -2.568  -0.681  -5.255  0.03
H  -2.207  -0.068  -3.607  0.03
H  -2.259  -1.768  -3.857  0.00
C  -1.538  -3.821  4.649  0.00
C  -1.588  -2.340  5.009  0.00
C  -2.697  -1.661  4.212  0.00
C  -1.869  -2.182  6.503  0.00
O  -0.263  -1.774  4.732  0.00
Si  0.013  -0.355  3.957  0.05
O  -0.172  -0.635  2.367  0.10
O  -1.012  0.779  4.537  0.01
C  -1.096  1.960  5.423  0.00
C  -1.492  3.134  4.540  0.00
C  -2.202  1.712  6.442  0.00
C  0.240  2.244  6.090  0.00
O  1.513  0.176  4.263  -0.02
C  2.906  0.000  4.635  0.00
C  3.707  1.101  3.956  0.00
C  3.100  0.119  6.138  0.00
C  3.445  -1.357  4.206  0.00
H  -2.508  -4.278  4.891  0.00
H  -0.763  -4.337  5.227  0.00
H  -1.345  -3.969  3.580  0.00
H  -3.640  -2.186  4.426  0.00
H  -2.827  -0.615  4.513  0.00
H  -2.514  -1.714  3.131  0.00
H  -1.201  -2.846  7.065  0.00
H  -1.711  -1.145  6.818  0.00
H  -2.911  -2.466  6.700  0.00
H  -2.474  2.942  4.095  0.00
H  -1.557  4.058  5.131  0.00
H  -0.751  3.277  3.745  0.00
H  -1.946  0.925  7.161  0.00
H  -2.379  2.634  7.016  0.00
H  -3.143  1.453  5.938  0.00
H  0.559  1.423  6.744  0.00
H  1.016  2.448  5.341  0.00
H  0.151  3.143  6.723  0.00
H  3.353  2.093  4.257  0.00
H  4.753  0.989  4.266  0.00
H  3.644  1.011  2.865  0.00
H  2.572  -0.679  6.676  0.00
H  4.176  0.003  6.329  0.00
H  2.789  1.099  6.514  0.00
H  2.899  -2.173  4.693  0.00
H  3.434  -1.485  3.120  0.00
H  4.492  -1.383  4.540  0.00

Values from the calculation:
**Expectation value of S²**: 3.78
**Relative energy (zero: lowest compared OMol25 entry of this formula, charge and spin)**: 0.000 eV
**Highest occupied orbital energy (alpha / beta)**: -2.86 / -3.01 eV
**Charge**: -1
**Gap between HOMO and LUMO (alpha / beta)**: 5.26 / 5.41 eV
**Spin multiplicity**: 4

---

No. 3
The following is a DFT calculation (ωB97M-V/def2-TZVPD) of 5 unconnected molecules or ions with the total composition C27H48BN6O4S.

Each line ends with the Mulliken charge.
Element x y z (Å)
C  1.618  3.081  -1.044  -0.93
C  1.574  1.896  -2.031  -0.35
C  1.439  0.583  -1.302  0.54
O  0.809  -0.419  -2.175  -0.44
C  -0.077  -1.186  -1.551  -0.15
N  -1.303  -0.721  -1.490  -0.84
N  -2.211  -1.437  -0.844  0.85
C  -3.509  -0.735  -0.782  -1.38
C  -3.626  0.144  0.485  0.84
C  -4.218  1.495  0.098  -1.63
O  -4.408  -0.493  1.484  -0.43
C  -1.963  -2.613  -0.267  0.25
S  -3.236  -3.490  0.588  -0.19
C  -0.670  -3.142  -0.379  -0.49
C  0.309  -2.434  -1.019  0.54
B  1.823  -2.923  -1.171  1.04
O  2.172  -3.793  -2.156  -0.52
O  2.699  -2.452  -0.264  -0.63
C  4.008  -2.006  -0.655  -0.91
H  1.590  2.735  -0.005  0.24
H  2.530  3.665  -1.150  0.36
H  0.743  3.713  -1.174  0.11
H  0.737  2.023  -2.716  0.36
H  2.495  1.891  -2.612  0.17
H  2.414  0.195  -0.995  -0.27
H  0.818  0.700  -0.412  0.05
H  -4.320  -1.453  -0.875  0.47
H  -3.512  -0.098  -1.662  0.45
H  -2.626  0.281  0.901  0.00
H  -3.461  2.157  -0.324  0.38
H  -4.702  1.942  0.963  0.44
H  -4.987  1.363  -0.671  0.38
H  -5.247  -0.763  1.086  0.42
H  -3.089  -2.800  1.727  0.12
H  -0.473  -4.103  0.076  0.55
H  1.615  -3.752  -2.942  0.34
H  4.103  -0.952  -0.397  0.33
H  4.757  -2.585  -0.117  0.38
H  4.160  -2.121  -1.727  0.38
C  8.204  0.289  -2.962  -1.15
C  7.620  -1.068  -3.334  -0.31
C  6.534  -0.971  -4.413  -0.50
C  5.380  -0.192  -3.964  0.28
N  4.489  0.438  -3.608  -0.46
H  7.440  0.950  -2.549  0.33
H  8.988  0.178  -2.214  0.34
H  8.639  0.780  -3.833  0.31
H  7.207  -1.553  -2.447  0.21
H  8.408  -1.720  -3.712  0.32
H  6.185  -1.965  -4.698  0.28
H  6.934  -0.503  -5.315  0.35
C  -4.755  -2.399  4.429  -0.84
C  -3.828  -3.303  5.232  -0.48
C  -3.997  -4.787  4.884  -0.24
C  -5.344  -5.272  5.177  0.19
N  -6.412  -5.635  5.391  -0.40
H  -5.801  -2.634  4.632  0.40
H  -4.592  -1.353  4.683  0.31
H  -4.590  -2.505  3.354  0.04
H  -4.009  -3.159  6.298  0.34
H  -2.787  -3.030  5.050  0.30
H  -3.281  -5.395  5.439  0.33
H  -3.799  -4.955  3.822  0.10
C  -4.995  5.454  -1.644  -0.86
C  -4.038  6.562  -2.063  -0.45
C  -3.003  6.096  -3.094  -0.51
C  -2.128  5.050  -2.564  0.20
N  -1.443  4.228  -2.148  -0.33
H  -4.459  4.632  -1.167  0.10
H  -5.730  5.828  -0.932  0.34
H  -5.535  5.055  -2.505  0.31
H  -3.522  6.960  -1.188  0.31
H  -4.598  7.388  -2.504  0.31
H  -2.377  6.930  -3.413  0.30
H  -3.499  5.710  -3.986  0.29
C  2.761  0.485  4.494  -1.24
C  2.769  -0.727  3.573  -0.70
C  2.248  -0.406  2.168  0.45
C  0.842  0.001  2.149  0.24
N  -0.277  0.256  2.083  -0.49
H  1.749  0.867  4.638  0.33
H  3.161  0.227  5.474  0.38
H  3.372  1.293  4.086  0.32
H  2.170  -1.530  4.006  0.32
H  3.785  -1.110  3.471  0.40
H  2.292  -1.272  1.507  -0.26
H  2.849  0.389  1.718  0.40

Values from the calculation:
**Highest occupied orbital energy**: -13.07 eV
**Charge**: +1
**Gap between HOMO and LUMO**: 9.00 eV

---

No. 4
The following is a DFT calculation (ωB97M-V/def2-TZVPD) of a molecular structure, C27H48ClO2PPm.

Each line ends with the Mulliken spin population.
Element x y z (Å)
Pm  0.454  -0.571  0.390  4.08
Cl  2.170  -1.327  -1.432  0.00
P  -1.429  -0.091  -1.946  0.01
C  1.787  -1.732  2.151  0.03
H  1.044  -2.324  2.703  0.00
H  2.516  -2.298  1.547  0.00
C  -2.888  1.075  -1.814  0.00
C  -1.991  -1.835  -2.334  0.00
C  -3.899  0.582  -0.767  0.00
H  -2.396  1.975  -1.396  0.00
C  -4.950  1.663  -0.470  0.00
H  -4.399  -0.326  -1.140  0.00
H  -3.393  0.295  0.168  0.00
C  -5.622  2.214  -1.733  0.00
H  -5.707  1.252  0.207  0.00
H  -4.456  2.484  0.066  0.00
C  -4.620  2.596  -2.827  0.00
H  -6.316  1.464  -2.132  0.00
H  -6.226  3.089  -1.469  0.00
C  -3.599  1.481  -3.109  0.00
H  -5.151  2.850  -3.753  0.00
H  -4.075  3.500  -2.519  0.00
H  -4.121  0.610  -3.532  0.00
H  -2.884  1.825  -3.867  0.00
C  -0.398  0.420  -3.433  -0.02
C  -3.243  -1.965  -3.199  0.00
H  -1.125  -2.238  -2.893  0.00
C  -3.416  -3.434  -3.618  0.00
H  -4.126  -1.643  -2.627  0.00
H  -3.184  -1.328  -4.093  0.00
C  -3.485  -4.376  -2.413  0.00
H  -4.321  -3.536  -4.229  0.00
H  -2.565  -3.717  -4.255  0.00
C  -2.363  -4.153  -1.398  0.00
H  -4.452  -4.241  -1.913  0.00
H  -3.453  -5.414  -2.756  0.00
C  -2.144  -2.672  -1.050  -0.02
H  -2.571  -4.714  -0.479  0.00
H  -1.419  -4.545  -1.800  0.00
H  -3.002  -2.293  -0.473  0.00
H  -1.260  -2.607  -0.391  0.02
C  -0.101  1.929  -3.409  -0.01
H  0.549  -0.110  -3.202  0.00
C  0.880  2.317  -4.525  0.00
H  -1.035  2.498  -3.535  0.00
H  0.311  2.210  -2.428  0.00
C  0.467  1.796  -5.905  0.00
H  0.979  3.407  -4.554  0.00
H  1.867  1.912  -4.268  0.00
C  0.109  0.306  -5.904  0.00
H  -0.392  2.371  -6.272  0.00
H  1.283  1.964  -6.613  0.00
C  -0.893  -0.061  -4.801  0.00
H  -0.294  0.010  -6.881  0.00
H  1.023  -0.284  -5.749  0.00
H  -1.870  0.391  -5.033  0.00
H  -1.036  -1.151  -4.798  0.00
C  0.188  1.658  0.311  -0.10
C  1.956  -0.379  2.378  -0.02
H  -0.787  2.082  -0.025  0.00
C  3.232  0.313  1.980  0.00
H  1.276  0.213  3.017  0.00
C  3.219  1.849  2.097  0.00
H  4.034  -0.048  2.652  0.00
H  3.528  -0.009  0.961  0.00
C  2.500  2.607  0.970  0.00
H  2.799  2.137  3.070  0.00
H  4.271  2.180  2.101  0.00
C  0.950  2.668  1.067  0.03
H  2.861  3.644  1.024  0.00
H  2.809  2.207  -0.005  0.00
H  0.619  2.675  2.132  -0.01
H  0.679  3.657  0.636  0.00
C  -1.571  1.568  3.906  0.00
O  -1.926  0.317  3.221  0.00
C  -1.087  -0.131  2.328  0.01
O  -1.429  -1.122  1.593  0.00
H  -0.545  1.521  4.301  0.00
H  -2.294  1.686  4.717  0.00
H  -1.645  2.401  3.192  0.00

Values from the calculation:
**Expectation value of S²**: 6.03
**Relative energy (zero: lowest compared OMol25 entry of this formula, charge and spin)**: 0.000 eV
**Highest occupied orbital energy (alpha / beta)**: -1.17 / -1.22 eV
**Charge**: -1
**Gap between HOMO and LUMO (alpha / beta)**: 3.81 / 3.85 eV
**Spin multiplicity**: 5

---

No. 5
The following is a DFT calculation (ωB97M-V/def2-TZVPD) of 3 unconnected molecules or ions with the total composition C27H48N4O4.

Each line ends with the Mulliken charge.
Element x y z (Å)
C  3.562  0.386  -1.868  -1.40
C  3.174  1.831  -2.184  0.78
C  4.415  2.734  -2.023  -1.48
C  1.972  2.449  -1.387  1.12
C  0.955  3.095  -2.347  -1.98
C  1.251  1.600  -0.327  -1.05
O  -0.040  1.081  -0.682  -0.38
C  -0.197  -0.226  -1.207  1.63
C  0.455  -1.298  -0.354  -0.50
N  -0.006  -1.216  1.037  -0.37
C  0.147  -0.323  -2.693  -0.72
C  -1.008  0.366  -3.384  -0.32
O  -0.990  0.811  -4.507  -0.66
N  -2.074  0.446  -2.497  -0.30
C  -1.764  -0.397  -1.298  1.87
C  -2.590  0.156  -0.151  -2.05
C  -2.226  -1.810  -1.674  -1.81
C  -2.476  -2.814  -0.540  0.16
C  -2.350  -4.256  -1.044  -1.69
C  -0.924  -4.612  -1.366  0.54
C  -0.470  -4.702  -2.677  -0.16
C  0.866  -4.958  -2.956  -0.64
C  1.771  -5.138  -1.921  -0.48
C  1.327  -5.068  -0.607  -0.67
C  -0.006  -4.805  -0.336  -0.21
H  4.518  0.162  -2.344  0.49
H  3.720  0.234  -0.798  0.28
H  2.850  -0.349  -2.233  0.28
H  2.907  1.872  -3.244  0.15
H  5.339  2.177  -2.180  0.36
H  4.403  3.537  -2.763  0.38
H  4.445  3.195  -1.035  0.29
H  2.398  3.288  -0.844  0.46
H  0.800  2.515  -3.255  0.35
H  -0.001  3.281  -1.860  0.29
H  1.339  4.068  -2.665  0.51
H  1.885  0.816  0.087  0.12
H  1.027  2.279  0.495  0.43
H  1.542  -1.192  -0.411  0.76
H  0.227  -2.276  -0.776  -1.14
H  -0.017  -0.241  1.317  0.30
H  0.657  -1.685  1.642  0.31
H  1.086  0.139  -2.986  0.33
H  0.249  -1.373  -2.978  0.35
H  -2.353  1.394  -2.286  0.42
H  -2.451  1.232  -0.050  0.39
H  -3.642  -0.029  -0.383  0.47
H  -2.371  -0.320  0.800  0.10
H  -3.169  -1.672  -2.204  0.61
H  -1.539  -2.254  -2.397  0.20
H  -1.826  -2.659  0.321  0.19
H  -3.496  -2.682  -0.175  0.20
H  -2.950  -4.357  -1.954  0.40
H  -2.771  -4.944  -0.310  0.42
H  -1.163  -4.563  -3.499  0.34
H  1.207  -5.012  -3.982  0.41
H  2.812  -5.334  -2.139  0.39
H  2.033  -5.208  0.203  0.41
H  -0.342  -4.742  0.693  0.48
C  -3.446  -1.425  5.475  -0.85
N  -3.263  -2.504  4.529  -0.17
C  -3.698  -2.583  3.239  0.85
C  -4.469  -1.396  2.704  -1.37
O  -3.452  -3.565  2.564  -0.63
H  -2.485  -1.023  5.801  0.27
H  -3.992  -1.765  6.357  0.29
H  -4.011  -0.620  5.018  0.32
H  -2.750  -3.318  4.828  0.24
H  -4.756  -1.596  1.677  0.22
H  -5.365  -1.211  3.298  0.50
H  -3.842  -0.504  2.731  0.40
C  2.537  5.874  4.398  -0.89
N  2.673  4.961  3.282  -0.17
C  2.181  5.093  2.024  0.74
C  1.383  6.337  1.709  -1.36
O  2.381  4.231  1.182  -0.55
H  3.514  6.220  4.739  0.29
H  2.030  5.392  5.236  0.29
H  1.954  6.740  4.102  0.34
H  3.196  4.111  3.424  0.24
H  1.070  6.278  0.671  0.28
H  0.500  6.408  2.345  0.38
H  1.985  7.235  1.851  0.38

Values from the calculation:
**Highest occupied orbital energy**: -8.79 eV
**Charge**: 0
**Gap between HOMO and LUMO**: 9.25 eV
**Structure (SMILES)**: CC(C)[C@@H](C)CO[C@]1(CN)CC(=O)N[C@@]1(C)CCCc1ccccc1.CNC(C)=O.CNC(C)=O